No. 1
The following is a DFT calculation (ωB97M-V/def2-TZVPD) of a structure of composition C16H19BN6PtS.

Each line ends with the Mulliken spin population.
Positions of all 44 atoms, in Å:
N: 0.30869 2.07902 -2.47539  0.000
H: -3.38090 -1.74571 -4.05625  0.001
H: -2.86834 0.66898 3.87964  -0.002
H: -1.38425 -0.23865 -5.25865  0.000
C: 0.22959 3.38161 -2.81841  0.008
C: 2.39288 -1.17559 -0.80288  -0.001
C: 0.05985 4.13434 -1.65999  0.000
C: 0.25283 -2.90051 1.39303  0.008
C: -0.77876 0.37301 3.37367  0.187
N: 0.14102 1.99667 -1.12303  -0.004
S: -1.24077 0.84004 1.73084  0.414
H: -0.55240 -3.01601 2.13242  0.001
H: 0.87862 1.03591 -4.50726  0.000
B: 0.54142 0.82620 -3.35661  -0.039
C: -0.42857 -0.34564 6.03708  0.199
C: 2.56084 -0.77238 -3.01256  0.009
C: -1.69560 0.02182 5.57404  -0.027
H: -2.53902 0.04441 6.26426  0.002
H: 2.68745 -0.76097 -4.07862  0.000
H: 0.42341 -3.92993 0.93131  0.000
H: 0.00455 3.30440 0.45442  -0.004
H: 1.58996 -0.75706 5.51233  0.005
C: -2.25884 -1.16515 -2.19417  -0.013
C: 0.63476 -0.40380 5.13182  0.016
C: -1.89143 0.36603 4.25530  0.114
N: -0.74666 0.00845 -3.24264  -0.011
Pt: -0.19066 0.28112 -0.08073  0.666
C: 3.15142 -1.45886 -1.94436  0.005
C: 0.03419 3.23261 -0.61795  0.007
H: 0.24220 3.72834 -3.83467  0.000
C: -2.56709 -1.20894 -3.57780  0.009
H: -0.18392 -2.22007 0.63133  -0.001
N: -1.16184 -0.39154 -2.00839  0.255
H: 1.39812 0.03250 3.17288  -0.002
H: -0.05243 5.18642 -1.56334  0.000
N: 1.41468 -0.32719 -1.19848  0.119
H: 2.38149 -1.34144 0.29221  0.001
N: 1.51493 -0.07289 -2.53060  0.003
C: 0.50093 -0.00164 3.80642  0.073
H: -2.72606 -1.66896 -1.34432  0.002
C: -1.58069 -0.45941 -4.21578  -0.001
H: -0.30868 -0.64071 7.09025  0.000
H: 1.17635 -2.41458 1.79124  0.000
H: 4.01674 -2.12424 -1.95160  0.001

LUMO (spin up / spin down): -0.348 / -0.377 Ha
spin multiplicity: 3
orbital gap (spin up / spin down): 0.2139 / 0.1838 Eh
electronic energy: -40581.15540 eV
largest force on an atom: 4.9 eV Å⁻¹
HOMO energy (spin up / spin down): -15.282 / -15.250 eV
charge: +2

No. 2
The following is a DFT calculation (ωB97M-V/def2-TZVPD) of a cluster of 2 separate species, C3H9NO2 in total.

Each line ends with the Mulliken charge.
Positions of all 15 atoms, in Å:
H: 2.51373 0.94777 1.40007  0.295
C: -2.63567 0.70873 -0.65099  -0.737
C: 1.50675 -0.16490 -0.06496  0.623
O: 1.89517 0.26059 -1.13870  -0.630
H: 1.26504 -0.08835 2.16389  0.246
H: 0.65904 1.26652 0.76663  0.165
H: -3.33041 -0.02950 1.04890  0.200
H: -3.25330 0.50166 -1.51437  0.300
C: 1.51220 0.50297 1.21951  -0.640
H: -1.55528 0.84751 -1.07259  0.169
H: -2.23008 -1.08893 0.53533  0.192
H: 0.68080 -1.53574 -0.97748  0.369
H: -2.79393 1.71380 -0.36106  0.333
N: -2.46555 -0.08281 0.56901  -0.447
O: 0.98028 -1.29007 0.01447  -0.439

LUMO: 0.023 Ha
orbital gap: 0.3757 Eh
electronic energy: -8840.54074 eV
largest force on an atom: 7.8 eV Å⁻¹
HOMO energy: -9.595 eV
ΔE to the lowest compared entry with this formula, charge and spin: 55.7 kcal per mole
SMILES string: CC(=O)O.CN

No. 3
The following is a DFT calculation (ωB97M-V/def2-TZVPD) of a structure of composition C15H38EuN7O7P.

Each line ends with the Mulliken spin population.
Positions of all 69 atoms, in Å:
H: 2.75234 -0.48088 3.57716  0.000
C: 1.24366 3.41061 -1.50201  0.036
O: -1.69519 2.50779 0.31027  0.302
H: -1.52956 0.78175 -4.35598  0.017
C: -3.65311 -2.43303 0.36063  -0.002
H: 2.08396 -3.35961 2.95836  0.000
H: -1.24809 0.49443 2.23361  -0.001
Eu: -0.42367 0.37287 -2.13241  4.190
H: 0.04661 -4.14402 0.84811  0.000
H: -1.87739 2.15505 -3.08877  0.070
O: -2.96832 0.26945 0.28014  -0.002
H: 0.02474 -1.55125 -3.82353  -0.001
C: 3.50843 -0.76114 2.82680  0.000
H: 1.93373 5.44777 -1.62834  0.005
H: 3.07874 4.28705 -0.88303  0.008
C: -2.16425 -2.59602 -1.70549  -0.009
H: -4.38807 -3.07270 -0.14403  0.000
H: -2.45270 1.18241 0.23931  -0.001
O: 0.69762 -0.67461 -4.04898  -0.008
H: 4.77254 -0.09838 0.59964  0.000
O: 2.04687 2.28639 -3.35503  0.418
H: 0.33606 -3.74915 3.02726  0.000
H: -0.87183 4.68521 0.89427  -0.002
N: 0.79267 -2.36010 1.59322  0.000
N: -2.27062 -0.55202 -0.57156  -0.009
N: 0.78669 -0.00739 2.64084  0.001
N: 2.96898 -0.60189 1.48800  0.000
C: 0.10917 4.61416 0.39472  0.017
P: 1.34512 -0.81878 1.26419  0.005
H: -0.94214 -1.21026 2.68524  0.000
N: -1.20755 -1.94349 -2.38064  -0.002
C: -0.64864 -0.17177 2.87304  -0.004
C: 2.31006 4.41879 -1.65821  0.006
H: 3.84544 -1.79966 2.99870  0.000
O: -4.12384 3.51540 -0.86538  0.005
H: -3.11849 -3.07237 1.08448  0.001
H: -0.84013 0.07078 3.92476  0.000
H: 0.54307 1.98625 1.92530  0.006
H: 0.98010 1.79879 3.64559  0.000
C: 1.15666 1.41029 2.63732  -0.008
H: 2.21585 1.54745 2.39382  0.000
O: -0.70067 -2.45433 -3.49292  0.005
H: 0.30073 5.56895 -0.13180  -0.003
H: 0.91499 -2.19407 3.69992  0.000
H: 4.37015 -0.08134 2.90436  0.000
H: 2.75705 4.19028 -2.63280  0.004
C: 3.94644 -0.80082 0.42436  -0.001
H: 1.73883 -3.83752 0.37519  0.000
C: -2.55691 -4.01023 -1.91003  0.001
H: -4.84127 3.00877 -0.56254  0.000
C: -1.97286 1.11688 -3.34287  0.680
H: -2.82662 0.55326 -3.05266  0.037
H: 1.30923 -0.06453 -4.48064  0.001
C: 0.75100 -3.36381 0.52558  0.000
N: -0.74526 2.46738 -0.58783  0.266
H: 4.37169 -1.81789 0.45863  0.000
H: -2.12284 -4.64263 -1.12548  0.000
H: -2.21847 -4.37967 -2.87894  0.000
H: -3.64137 -4.14900 -1.84568  0.000
H: 0.88933 4.51972 1.18005  -0.009
O: 0.93635 -0.37615 -0.09461  0.007
H: 0.39154 -2.94020 -0.42377  0.000
H: -4.19425 -1.67015 0.92517  0.000
H: 3.52332 -0.61270 -0.57202  0.000
C: 1.06485 -2.93617 2.90352  0.000
N: 1.29848 2.24787 -2.32320  0.045
C: -2.71855 -1.81936 -0.62008  0.010
H: -3.36141 3.21476 -0.30978  -0.001
C: 0.18099 3.47849 -0.57054  -0.082

LUMO (spin up / spin down): -0.145 / -0.220 Ha
spin multiplicity: 7
orbital gap (spin up / spin down): 0.2631 / 0.1885 Eh
electronic energy: -69538.96065 eV
largest force on an atom: 6.7 eV Å⁻¹
HOMO energy (spin up / spin down): -11.111 / -11.117 eV
charge: +1

No. 4
The following is a DFT calculation (ωB97M-V/def2-TZVPD) of a structure of composition C15H15AuN3O3.

Each line ends with the Mulliken charge.
Positions of all 37 atoms, in Å:
C: 0.72366 0.35673 -4.96716  -0.667
C: -1.11526 -1.57990 -3.94047  -0.432
H: -2.71800 -2.82797 -4.45816  0.288
O: -0.57710 -0.80644 -1.73162  -0.633
H: 1.05809 -1.75324 5.68442  0.410
H: -1.46132 2.30278 5.94720  0.373
H: 1.64395 -2.25292 1.41844  0.331
N: -1.25399 1.55634 1.48630  -0.296
H: -0.68719 -1.59890 -4.94917  0.263
C: 0.15431 -0.29511 4.38984  1.020
H: 1.16036 -0.52858 -5.43851  0.366
C: -1.32102 2.05897 3.81557  -0.827
Au: 0.76260 -0.10262 -0.05165  0.483
C: 1.21830 1.03093 -2.79050  0.678
C: 0.90496 -1.45790 4.64756  -0.465
C: -2.23782 -2.27242 -3.65444  -0.785
H: -1.80051 2.38998 1.31171  0.206
C: -1.07999 1.67942 5.13885  -0.598
C: -0.88626 1.25140 2.74561  0.581
N: 0.51931 0.12147 -3.52830  0.174
H: -0.20025 0.20918 6.45945  0.343
C: -0.40892 -0.77059 -2.97315  1.018
C: 1.67658 1.51519 -4.94975  -0.351
H: -0.22041 0.60725 -5.46187  0.393
H: -1.88328 2.96684 3.58635  0.290
N: 0.51664 -0.63626 2.02103  -0.364
O: 1.27212 1.11965 -1.53367  -0.719
H: 2.01447 -3.09139 3.75579  0.385
C: 1.43133 -2.18914 3.59845  -0.712
H: -2.67097 -2.28033 -2.65733  0.276
C: -0.06656 0.08679 3.02115  0.471
H: 2.64911 1.23987 -5.37053  0.289
H: 1.26300 2.39149 -5.45952  0.301
H: -1.11636 0.91455 0.70945  0.110
O: 1.88466 1.87570 -3.53792  -0.344
C: 1.22580 -1.74907 2.28986  0.082
C: -0.37403 0.51824 5.42671  -0.939

LUMO: -0.137 Ha
orbital gap: 0.2331 Eh
electronic energy: -30097.14411 eV
largest force on an atom: 4.8 eV Å⁻¹
HOMO energy: -10.068 eV
charge: +1

No. 5
The following is a DFT calculation (ωB97M-V/def2-TZVPD) of a structure of composition C21H30NO2P2Pb.

Each line ends with the Mulliken charge.
Positions of all 57 atoms, in Å:
H: -2.44778 -2.86698 2.55460  0.442
C: -0.46643 -0.69945 4.27902  0.772
P: -2.39782 1.14803 -1.12528  0.493
H: 2.06396 2.19680 4.93795  0.432
C: -2.53481 -0.51886 -1.86694  -1.243
H: -1.67615 -2.38506 4.87063  0.453
H: -2.91094 -1.22770 -1.10028  0.581
N: -0.07191 -0.67106 -1.98385  0.176
H: -2.94992 3.22483 -2.28507  0.454
H: 4.38719 2.47042 -2.96589  0.311
C: -1.35573 -1.97719 -3.54552  -0.708
C: 1.09025 -1.21607 -2.48681  0.724
C: -2.84740 2.17207 -2.57194  -1.483
H: 1.98671 -2.31303 -4.13293  0.491
C: -3.92329 1.20589 -0.12943  -1.246
C: -1.32641 -1.22596 1.65000  0.544
H: -0.33392 2.25660 -0.76902  -0.197
H: -3.91231 2.12462 0.46213  0.428
H: -0.70950 3.55420 -2.65884  0.316
H: -3.95661 0.34760 0.54381  0.394
O: -0.43507 4.01197 -1.88482  -0.626
P: 2.30765 -0.64085 -0.07055  0.637
C: -1.34938 -1.77459 4.02713  -0.710
H: 4.34183 0.66876 -0.36668  0.357
H: 4.01171 0.28242 1.35515  0.422
H: -2.12552 2.05182 -3.38670  0.386
Pb: 0.21474 1.03053 0.04680  1.289
C: 2.31174 -1.06665 -1.79902  -0.583
C: 0.88849 1.17415 3.45997  -0.651
C: 1.35550 1.39818 4.74835  -1.015
C: -1.76901 -2.03201 2.73491  -1.289
C: 0.01587 -0.42294 5.58676  -0.752
C: 1.03814 -1.98909 -3.69269  -0.752
H: 3.68720 3.19826 -4.07479  0.323
H: 3.24766 -1.31198 -2.31774  0.476
H: 3.09921 -2.71198 0.99634  0.443
C: -0.18704 -2.40883 -4.18356  -0.676
C: 0.91532 0.60466 5.82116  -0.568
H: 1.26944 0.79121 6.83214  0.432
C: -0.02588 0.12703 3.15147  1.087
H: -4.79797 1.19972 -0.78373  0.422
H: -3.81644 1.81660 -2.92728  0.517
H: 1.22981 1.80710 2.63309  0.169
H: 1.63072 -2.00277 1.78033  0.258
C: 2.11723 -2.24576 0.83302  -0.949
H: 0.55373 4.14262 -1.97974  0.321
H: -0.34707 -1.05197 6.40363  0.423
H: 4.71069 -0.98050 0.26509  0.465
H: -3.28565 -0.46438 -2.67637  0.650
O: 3.99199 2.33113 -3.86175  -0.622
H: -2.34670 -2.28241 -3.88653  0.553
H: -0.24628 -3.07798 -5.04433  0.489
H: -1.68217 -1.50214 0.65755  0.272
H: 1.47422 -2.92247 0.25929  0.384
C: -0.47692 -0.14395 1.81709  -0.051
C: 4.01076 -0.12544 0.32557  -1.218
C: -1.23976 -1.07718 -2.47488  0.554

LUMO (spin up / spin down): -0.477 / -0.477 Ha
orbital gap (spin up / spin down): 0.1138 / 0.1137 Eh
electronic energy: -51642.79707 eV
largest force on an atom: 3.9 eV Å⁻¹
HOMO energy (spin up / spin down): -16.087 / -16.086 eV
charge: +3
ΔE to the lowest compared entry with this formula, charge and spin: 61.7 kcal per mole